This record from OMol25 describes a structure of composition C20H24N2O3SSr in a non-equilibrium geometry. The level of theory is ωB97M-V/def2-TZVPD.

ORCA input file:
```
! RIJCOSX wB97M-V def2-TZVPD def2/J DEFGRID3
* xyz 0 1
Sr -0.019 0.063 0.506
O 2.135 0.191 0.340
C 3.014 1.152 0.244
C 4.390 0.982 0.502
C 5.284 2.029 0.385
C 4.865 3.295 -0.012
C 3.518 3.502 -0.268
C 2.608 2.466 -0.123
C 1.144 2.603 -0.280
N 0.299 2.685 0.669
C 0.790 2.951 2.025
C 0.791 1.722 2.964
N -0.324 0.867 2.629
C -1.374 0.843 3.358
C -2.643 0.268 2.987
C -3.644 0.217 3.975
C -4.927 -0.186 3.703
C -5.255 -0.541 2.388
C -4.309 -0.504 1.396
C -2.963 -0.107 1.637
O -2.117 -0.061 0.667
H 4.729 -0.004 0.798
H 6.331 1.862 0.614
H 5.572 4.107 -0.116
H 3.159 4.483 -0.562
H 0.721 2.529 -1.290
H 0.099 3.689 2.438
H 1.801 3.363 2.015
H 0.740 2.084 3.998
H 1.715 1.161 2.812
H -1.345 1.333 4.342
H -3.382 0.517 4.984
H -5.676 -0.210 4.483
H -6.271 -0.834 2.151
H -4.564 -0.763 0.376
C 0.690 -5.561 -1.138
C 0.219 -4.643 -0.021
S 0.120 -2.906 -0.569
O -0.046 -2.132 0.699
C -1.543 -2.943 -1.337
C -2.659 -3.284 -0.365
H 0.730 -6.590 -0.784
H 1.686 -5.278 -1.480
H 0.012 -5.530 -1.993
H 0.929 -4.605 0.805
H -0.756 -4.920 0.371
H -1.488 -3.630 -2.184
H -1.670 -1.927 -1.715
H -2.730 -4.353 -0.171
H -3.613 -2.967 -0.787
H -2.512 -2.751 0.573
*
```

ΔE to the lowest compared entry with this formula, charge and spin ... 2.550 eV
Gap between HOMO and LUMO ... 0.2749 Eh
HOMO ... -7.25 eV
Lowest unoccupied orbital energy ... 0.2 eV

Formally, the Löwdin partial charges of the atoms, in units of the elementary charge, are as follows: 1.618, -0.359, -0.406, -0.023, -0.105, -0.118, -0.062, -0.184, -0.156, -0.014, -0.179, -0.201, -0.141, -0.090, -0.136, -0.064, -0.115, -0.093, -0.034, -0.373, -0.345, 0.107, 0.097, 0.091, 0.111, 0.128, 0.118, 0.116, 0.117, 0.111, 0.130, 0.107, 0.093, 0.100, 0.104, -0.131, -0.369, 0.954, -0.712, -0.359, -0.122, 0.079, 0.076, 0.068, 0.096, 0.079, 0.087, 0.082, 0.071, 0.082, 0.068

***

This record from OMol25 describes a structure of composition C4H3NO in a non-equilibrium geometry. The level of theory is ωB97M-V/def2-TZVPD.

ORCA input file:
```
! RIJCOSX wB97M-V def2-TZVPD def2/J DEFGRID3
* xyz 0 1
O -1.105 1.198 -0.643
C -0.352 0.238 0.011
C 1.055 0.201 -0.119
C 2.256 0.242 -0.206
C -1.002 -0.755 0.611
N -1.625 -1.763 0.926
H -1.126 1.974 -0.071
H -1.420 -1.644 -0.259
H 3.318 0.309 -0.250
*
```

ΔE to the lowest compared entry with this formula, charge and spin ... 4.327 eV
Gap between HOMO and LUMO ... 0.3236 Eh
HOMO ... -8.39 eV
Lowest unoccupied orbital energy ... 0.4 eV

Formally, the Löwdin partial charges of the atoms, in units of the elementary charge, are as follows: 0.022, -0.403, -0.097, 0.123, -0.169, 0.208, 0.105, 0.186, 0.024

***

This record from OMol25 describes a structure of composition C26H48FKN2O7P in a non-equilibrium geometry. The level of theory is ωB97M-V/def2-TZVPD.

ORCA input file:
```
! RIJCOSX wB97M-V def2-TZVPD def2/J DEFGRID3
* xyz 1 1
C 4.495 -2.322 4.024
C 4.763 -0.990 3.325
C 3.467 -0.199 3.104
C 3.722 1.238 2.607
C 2.745 1.607 1.421
C 3.490 1.944 0.050
C 2.603 2.938 -0.734
C 3.096 3.262 -2.149
C 3.422 2.061 -3.052
C 2.209 1.506 -3.800
C 1.480 0.463 -2.932
C 0.001 0.294 -3.242
C -0.623 -0.897 -2.502
C -1.320 -0.559 -1.119
C -2.698 0.024 -1.521
C -3.322 1.181 -0.720
N -4.285 0.763 0.307
C -5.618 0.467 -0.248
C -6.541 1.676 -0.448
C -4.327 1.664 1.397
C -4.592 1.057 2.741
O -4.121 2.844 1.273
C -0.419 0.413 -0.396
O -0.335 1.602 -0.537
O 0.371 -0.223 0.485
C 0.205 -1.657 0.389
C 1.462 -2.233 -0.286
O 2.127 -3.065 0.673
N 3.566 -2.873 0.532
O 4.087 -3.825 0.148
C -1.207 -1.843 -0.233
C -2.149 -1.914 1.002
C -3.616 -2.270 0.787
F -2.027 -0.728 1.739
P -1.267 -3.518 -1.147
O -2.698 -3.414 -1.906
O -1.647 -4.535 0.084
H 5.438 -2.821 4.247
H 3.933 -2.175 4.947
H 3.919 -2.971 3.361
H 5.468 -0.385 3.900
H 5.189 -1.203 2.339
H 2.857 -0.752 2.386
H 2.935 -0.172 4.056
H 3.499 1.907 3.454
H 4.779 1.390 2.365
H 2.055 0.800 1.200
H 2.133 2.487 1.647
H 4.474 2.349 0.310
H 3.580 0.989 -0.457
H 2.508 3.905 -0.210
H 1.610 2.492 -0.780
H 3.974 3.916 -2.123
H 2.307 3.848 -2.628
H 3.895 1.240 -2.509
H 4.169 2.397 -3.774
H 2.555 0.992 -4.701
H 1.531 2.298 -4.123
H 2.004 -0.493 -3.022
H 1.589 0.783 -1.891
H -0.555 1.210 -3.035
H -0.106 0.117 -4.317
H -1.402 -1.358 -3.111
H 0.147 -1.656 -2.374
H -2.568 0.420 -2.530
H -3.424 -0.782 -1.618
H -2.573 1.821 -0.268
H -3.848 1.813 -1.447
H -6.090 -0.292 0.382
H -5.457 -0.014 -1.214
H -5.980 2.607 -0.513
H -7.288 1.739 0.342
H -7.084 1.563 -1.389
H -5.129 1.761 3.372
H -5.135 0.116 2.678
H -3.616 0.857 3.187
H 0.272 -2.006 1.421
H 2.126 -1.401 -0.547
H 1.273 -2.818 -1.183
H -1.721 -2.699 1.629
H -4.227 -1.563 1.337
H -3.813 -3.255 1.211
H -3.920 -2.286 -0.252
H -3.398 -3.932 -1.483
H -0.889 -4.599 0.683
K 3.500 3.872 1.932
*
```

Gap between HOMO and LUMO ... 0.2756 Eh
HOMO ... -10.69 eV
Lowest unoccupied orbital energy ... -3.2 eV

Formally, the Löwdin partial charges of the atoms, in units of the elementary charge, are as follows: -0.101, -0.270, -0.200, -0.221, -0.276, -0.212, -0.228, -0.181, -0.200, -0.183, -0.202, -0.170, -0.129, -0.251, -0.061, -0.136, -0.102, -0.211, -0.063, -0.506, 0.013, 0.103, -0.430, 0.127, 0.037, -0.213, -0.166, -0.138, -0.006, 0.135, -0.324, -0.316, -0.016, 0.012, 0.934, -0.250, -0.247, 0.076, 0.076, 0.059, 0.110, 0.102, 0.094, 0.119, 0.084, 0.106, 0.084, 0.033, 0.086, 0.107, 0.072, 0.086, 0.110, 0.117, 0.102, 0.111, 0.115, 0.117, 0.122, 0.079, 0.119, 0.126, 0.118, 0.075, 0.118, 0.105, 0.108, 0.130, 0.110, 0.110, 0.074, 0.078, 0.075, 0.088, 0.074, 0.087, 0.157, 0.118, 0.083, 0.125, 0.063, 0.089, 0.057, 0.074, 0.072, 1.048

***

This record from OMol25 describes a structure of composition C15H11BrCl4IrNO6. The level of theory is ωB97M-V/def2-TZVPD.

ORCA input file:
```
! RIJCOSX wB97M-V def2-TZVPD def2/J DEFGRID3
* xyz 0 5
Ir 0.147 -1.115 -0.328
C 4.101 -1.111 0.548
C 3.085 -0.009 0.291
C 3.595 1.356 0.714
O 1.919 -0.349 1.092
C 2.756 -0.010 -1.229
O 3.582 0.465 -1.980
O 1.643 -0.555 -1.624
H 4.380 -1.111 1.602
H 4.985 -0.949 -0.066
H 3.677 -2.083 0.295
H 3.887 1.332 1.765
H 2.827 2.120 0.570
H 4.452 1.632 0.103
H 1.518 0.461 1.437
Cl -3.621 -2.275 5.381
C -2.777 -1.486 4.113
C -2.640 -0.062 4.150
Cl -3.315 0.811 5.464
C -1.981 0.601 3.150
Cl -1.787 2.306 3.149
C -1.422 -0.119 2.053
O -0.811 0.439 1.093
C -1.549 -1.557 2.028
O -1.031 -2.191 1.055
C -2.244 -2.214 3.083
Cl -2.382 -3.920 2.999
O -2.645 1.678 -5.336
C -2.120 1.179 -4.202
C -1.668 1.984 -3.158
C -1.141 1.373 -2.041
N -1.051 0.049 -1.925
C -1.494 -0.697 -2.921
Br -1.322 -2.563 -2.629
C -2.039 -0.206 -4.087
H -2.634 2.643 -5.314
H -1.722 3.063 -3.217
H -0.776 1.944 -1.197
H -2.382 -0.854 -4.879
*
```

ΔE to the lowest compared entry with this formula, charge and spin ... 0.000 eV
Gap between HOMO and LUMO (alpha / beta) ... 0.2964 / 0.2399 Eh
HOMO (alpha / beta) ... -7.87 / -8.68 eV
Lowest unoccupied orbital energy (alpha / beta) ... 0.2 / -2.2 eV

Formally, the Löwdin partial charges of the atoms, in units of the elementary charge, are as follows: 1.339, -0.006, -0.516, -0.011, -0.115, -0.596, 0.077, -0.212, 0.091, 0.099, 0.094, 0.094, 0.097, 0.095, 0.087, 0.702, -0.692, -0.694, 0.700, -0.622, 0.729, -0.375, -0.127, -0.363, -0.188, -0.620, 0.743, 0.094, -0.299, 0.020, -0.095, -0.106, -0.711, 0.819, -0.017, 0.120, 0.121, 0.123, 0.123

***

This record from OMol25 describes a cluster of 5 separate species, CH12O5 in total in a non-equilibrium geometry. The level of theory is ωB97M-V/def2-TZVPD.

ORCA input file:
```
! RIJCOSX wB97M-V def2-TZVPD def2/J DEFGRID3
* xyz 0 1
C 2.524 -0.325 -0.152
O 1.494 -1.352 -0.557
H 3.290 -0.801 0.495
H 2.094 0.521 0.371
H 2.961 -0.003 -1.078
H 1.194 -1.180 -1.447
H -1.725 -0.669 0.180
H -3.072 -0.147 -0.252
O -2.283 -0.581 -0.599
H -0.363 1.585 0.322
H -0.311 2.340 1.754
O 0.091 1.581 1.232
H -0.325 -1.951 1.132
H 0.030 -0.364 1.422
O -0.615 -1.087 1.409
H -1.475 0.814 -1.317
H -0.520 1.443 -2.264
O -0.802 1.485 -1.285
*
```

ΔE to the lowest compared entry with this formula, charge and spin ... 0.652 eV
Gap between HOMO and LUMO ... 0.4002 Eh
HOMO ... -10.39 eV
Lowest unoccupied orbital energy ... 0.5 eV

Formally, the Löwdin partial charges of the atoms, in units of the elementary charge, are as follows: -0.079, -0.152, 0.086, 0.046, 0.063, 0.055, -0.019, 0.064, -0.062, 0.017, 0.083, -0.122, 0.051, 0.015, -0.057, -0.021, 0.115, -0.084

***

This record from OMol25 describes the molecule C3H4N2O in a non-equilibrium geometry. The level of theory is ωB97M-V/def2-TZVPD.

ORCA input file:
```
! RIJCOSX wB97M-V def2-TZVPD def2/J DEFGRID3
* xyz 0 1
O -1.193 1.645 0.821
C -0.701 0.796 0.152
C -0.981 -0.680 -0.058
N 0.259 -1.218 0.507
C 1.157 -0.367 0.164
N 0.711 0.746 -0.518
H -1.880 -1.132 0.360
H -0.981 -0.778 -1.154
H 2.190 -0.446 0.494
H 1.420 1.434 -0.768
*
```

ΔE to the lowest compared entry with this formula, charge and spin ... 1.602 eV
Gap between HOMO and LUMO ... 0.3893 Eh
HOMO ... -9.72 eV
Lowest unoccupied orbital energy ... 0.9 eV

Formally, the Löwdin partial charges of the atoms, in units of the elementary charge, are as follows: 0.152, -0.343, -0.152, 0.038, -0.263, 0.075, 0.118, 0.124, 0.124, 0.127

***

no.,molecular weight (g mol⁻¹),calculated total energy (Eh)
1,460.1,-1540.6566
2,81.1,-284.0141
3,589.7,-2696.5534
4,715.2,-5603.4572
5,104.1,-421.4718
6,84.1,-301.4284